# 1
C37H50NaO6P3Se2 | wB97M-V/def2-TZVPD

```
99
Properties=species:S:1:pos:R:3:forces:R:3
H -2.34547 2.54833 2.76344 -0.003 -0.022 -0.019
H 5.23445 -3.31682 -1.16920 -0.013 -0.011 0.012
H -0.25190 -0.79740 7.03924 0.007 -0.040 -0.040
H -2.39792 -1.77535 4.38697 0.039 0.052 0.009
O 3.30009 1.73935 0.78133 -0.017 -0.064 0.017
C -4.19490 -0.72104 0.21550 0.009 -0.085 -0.016
H -1.76732 1.29749 -4.23828 0.016 -0.013 0.009
H 2.39922 -2.10010 -5.04937 0.014 0.012 -0.012
H -3.22027 6.63297 1.80783 0.003 0.001 0.000
C -4.11107 -1.73469 -3.80559 0.007 -0.048 -0.016
H 5.99024 -1.74736 -0.84421 -0.003 0.007 -0.004
H -1.57075 2.00837 -1.85881 0.069 0.035 0.019
C -2.61837 2.98487 0.68696 -0.102 -0.054 -0.043
H -3.55908 -1.17495 0.96587 0.004 0.011 0.021
C 4.53578 -2.49124 1.37408 -0.003 0.006 -0.026
H -6.37607 0.90010 -2.53223 -0.003 0.000 0.002
C -2.20690 -0.46330 -3.07795 0.055 -0.011 -0.128
H -5.62431 -2.31636 0.19446 -0.005 0.000 0.002
C 4.03237 -1.97491 0.03109 0.110 -0.059 -0.042
C -3.83435 0.50381 -0.33172 -0.054 0.125 0.007
C 4.20945 3.59384 1.89633 -0.020 -0.027 -0.012
O 2.27534 -0.29200 2.02846 0.046 0.060 -0.249
H 3.68696 -0.00007 -5.31065 0.000 -0.005 0.001
H 5.61449 1.72562 3.26284 0.006 0.012 -0.010
H -2.25450 -4.19597 3.90319 0.000 0.010 -0.015
C 5.66240 2.08841 0.52233 0.018 0.002 0.012
H -0.22560 1.75398 -0.71654 0.092 -0.125 -0.024
C 2.82049 -0.02802 -4.66220 0.031 -0.036 -0.038
H 3.35534 3.63370 2.57341 -0.004 -0.001 -0.004
H -0.49973 -4.16498 4.16984 0.004 -0.001 -0.047
O 1.56629 0.34330 -0.30762 0.052 0.255 0.022
H -4.34551 2.04232 -1.75769 -0.013 -0.019 0.021
C -4.62212 1.09003 -1.32034 -0.041 -0.019 -0.024
H 3.98135 4.19333 1.01415 -0.005 -0.008 -0.004
C -4.34470 -0.81258 -4.81450 -0.019 -0.055 0.004
H 4.67288 -1.86536 -2.02405 0.005 0.006 0.001
H 2.83159 -3.67775 -0.48974 0.027 0.001 -0.012
H 5.84282 1.06129 0.20976 -0.011 0.000 -0.008
C -1.35727 -3.57888 3.83882 0.037 -0.081 0.049
Na 0.09514 -0.54402 1.14134 0.151 -0.315 0.274
C 0.61753 -0.09783 -2.97901 -0.072 -0.025 -0.167
C -5.76792 0.44989 -1.75858 -0.007 -0.005 0.017
C 1.34044 1.07799 -3.12644 0.030 0.000 0.034
H 5.07563 4.02687 2.39897 0.016 -0.014 -0.001
H -0.54528 -5.52008 1.62249 0.011 0.034 0.019
C -2.57015 3.31855 2.03713 0.007 0.035 0.028
H -2.74210 4.88046 3.48839 -0.004 0.021 -0.006
C -3.50574 0.28421 -4.96367 0.001 0.012 -0.024
C 2.69340 -2.60646 -0.32726 -0.062 -0.040 0.005
O -1.80891 0.53064 1.47800 0.104 -0.121 0.136
H -3.29632 6.04699 -0.59484 -0.001 0.007 0.008
O 3.95029 -0.53237 0.08731 -0.184 0.088 0.082
Se 0.06983 -1.19572 4.55261 0.067 -0.090 -0.063
H 2.28215 -2.16010 -1.23277 -0.002 0.018 0.012
H -3.67970 0.99950 -5.75737 -0.002 -0.004 -0.003
H -1.19882 0.38561 6.10351 -0.008 -0.035 -0.071
P -2.32049 1.24981 0.28294 0.130 0.206 -0.271
C 2.43900 1.11127 -3.96998 0.006 0.048 0.002
H -7.02751 -1.27296 -1.55250 0.003 -0.007 -0.003
H -2.28044 -5.22963 1.33068 -0.001 0.031 0.024
H -1.07243 -4.73497 0.12678 -0.009 0.054 0.007
Se -1.11446 -3.07630 1.97157 -0.245 -0.003 -0.032
C -1.14890 1.32486 -1.11428 -0.237 0.222 -0.156
H 5.51660 -2.06689 1.59746 -0.004 0.024 0.000
C 0.99480 -1.23908 -3.68258 0.052 0.010 -0.032
P -0.82498 -0.27236 -1.92801 -0.089 0.100 0.313
P 2.68137 0.26664 0.69493 0.167 -0.044 0.080
H 3.01136 2.02441 -4.06857 0.003 -0.005 -0.001
H 4.98466 0.27535 2.46854 -0.011 -0.017 -0.008
C -5.34515 -1.35950 -0.22789 -0.016 -0.014 0.025
H 5.44801 2.69070 -0.36178 -0.015 -0.011 -0.006
H 1.97166 -2.48611 0.48161 0.002 0.006 0.005
H 6.56451 2.48036 0.99667 -0.002 -0.006 0.016
C 5.04714 -2.24612 -1.07232 -0.011 0.012 0.009
H -2.85412 -2.26628 -2.13422 0.013 0.004 -0.009
C -2.87963 3.97577 -0.25560 -0.015 0.036 -0.091
C -2.78730 4.62920 2.43675 0.001 -0.006 0.028
C -2.43514 0.45259 -4.10175 0.001 0.054 -0.011
H -1.62875 -2.62349 5.73906 0.028 0.010 -0.002
H -5.17923 -0.95165 -5.49009 -0.002 0.010 -0.003
H 4.63479 -3.57870 1.34663 -0.021 0.002 -0.004
O -0.80159 -1.40957 -0.96953 -0.008 -0.245 0.242
H 3.83871 -2.21094 2.16290 -0.006 0.000 0.015
H -2.90888 3.74432 -1.31427 0.020 -0.009 0.021
H 0.43782 -2.16158 -3.56217 -0.023 0.015 0.016
C -3.04262 -1.56378 -2.93642 -0.014 0.029 0.000
H 3.89276 1.30335 3.39304 -0.007 -0.010 -0.008
C 2.10046 -1.20584 -4.51795 -0.021 -0.011 0.024
H 1.08593 1.95465 -2.54751 -0.009 0.009 -0.004
C -0.25740 -0.15790 6.15851 -0.068 0.123 0.103
H 0.55442 0.56179 6.24283 0.015 -0.020 -0.034
C -3.05325 5.61070 1.49426 -0.004 -0.006 0.006
C -1.27513 -4.83831 1.19077 0.085 -0.149 -0.059
C -6.12956 -0.77501 -1.20866 -0.038 0.042 -0.003
C -1.51363 -2.33590 4.69286 -0.085 -0.005 0.098
C 4.48813 2.15026 1.49227 0.071 0.149 0.016
C -3.09764 5.28340 0.14575 -0.001 0.013 -0.005
H -4.76431 -2.58995 -3.68693 -0.011 0.008 -0.021
C 4.75748 1.30730 2.73114 -0.002 -0.026 0.021
```
Positions in Å, forces in eV/Å.

Values from the calculation:
- Net charge: 0
- LUMO energy: 0.2973 eV
- Relative energy (zero: lowest compared OMol25 entry of this formula, charge and spin): 0.000 eV
- Frontier orbital gap: 8.21 eV

# 2
C5H8NO2 | wB97M-V/def2-TZVPD

```
16
Properties=species:S:1:pos:R:3:forces:R:3
H -1.52291 0.97841 1.75798 0.640 0.434 0.486
H 1.73462 -2.08927 -0.28948 -0.386 -0.775 0.675
C 0.45363 -0.38181 -0.62773 -0.248 -2.077 0.205
H -1.39590 1.04498 -1.83734 -0.410 0.031 -0.329
N -1.78572 -1.12477 0.68401 1.128 0.070 0.503
C -0.84188 1.24488 0.92814 -1.840 -1.270 0.039
H -2.89145 0.56784 -0.88396 -0.473 -0.250 -0.198
H 2.54371 -0.66532 -0.01979 -0.752 -0.009 0.424
O -2.44123 -1.83690 -0.14120 0.320 0.346 -0.219
H 0.53474 -0.79124 -1.74097 -0.690 0.993 2.246
H 1.48684 -1.17247 1.25623 -0.651 -0.335 2.152
C -1.86338 0.87230 -0.86718 2.242 -0.947 0.653
C 1.55014 -1.15358 0.22835 0.834 2.032 -4.462
C -0.90830 -0.05165 0.04805 0.085 1.018 -2.291
H 0.05845 1.80003 1.19524 0.166 -0.462 0.018
O -1.63444 1.98407 -0.01142 0.035 1.199 0.098
```
Positions in Å, forces in eV/Å.

Values from the calculation:
- Net charge: -1
- LUMO energy (spin up / spin down): 4.0092 / 4.0957 eV
- Relative energy (zero: lowest compared OMol25 entry of this formula, charge and spin): 7.083 eV
- Frontier orbital gap (spin up / spin down): 5.51 / 6.51 eV